# 1
{"formula": "C27H57ClN3O3Ti", "method": "ωB97M-V/def2-TZVPD", "species": ["Ti", "Cl", "O", "O", "O", "N", "N", "N", "C", "C", "C", "C", "C", "C", "C", "C", "C", "C", "C", "C", "C", "C", "C", "C", "C", "C", "C", "C", "C", "C", "C", "C", "C", "C", "C", "H", "H", "H", "H", "H", "H", "H", "H", "H", "H", "H", "H", "H", "H", "H", "H", "H", "H", "H", "H", "H", "H", "H", "H", "H", "H", "H", "H", "H", "H", "H", "H", "H", "H", "H", "H", "H", "H", "H", "H", "H", "H", "H", "H", "H", "H", "H", "H", "H", "H", "H", "H", "H", "H", "H", "H", "H"], "coordinates": [[2.2914, 1.6626, -0.4058], [3.1529, -0.6111, -0.1228], [1.2894, -2.8582, 1.1035], [0.8838, 0.4596, -1.6986], [2.0257, 2.8030, 1.5401], [0.2549, 0.9472, -2.9024], [0.0566, -2.9861, 0.4750], [0.8696, 2.5111, 2.2710], [0.2423, -5.5142, 0.9440], [1.2674, 2.1444, 3.7397], [-2.0606, 0.7768, -1.9582], [-0.0900, 1.8161, 4.4983], [-0.4404, 3.5411, 0.5289], [-0.0393, -4.3862, -0.0302], [-0.1626, 3.5481, 2.0408], [0.4255, 1.3674, -5.3451], [-0.8885, -2.3829, 1.4482], [2.2907, 0.9621, 3.6471], [2.3002, 2.0373, -3.9095], [0.1090, 4.9778, 2.4736], [-1.3594, 3.0623, 2.7308], [-1.7126, 0.6316, -4.3908], [-2.4963, -4.0689, 0.5464], [-1.5053, -4.5128, -0.5130], [0.8561, -4.5806, -1.2692], [-1.0642, 0.2513, -3.0361], [1.1862, 0.9540, -4.0578], [-2.3000, -2.5999, 0.9249], [-0.8225, -2.9006, 2.8482], [1.9095, 3.2629, 4.5127], [1.9357, -0.3605, -4.2686], [-0.7136, -0.7913, 1.3560], [-0.9456, -1.2597, -2.9618], [-0.8616, 0.5590, -5.5984], [-1.2176, 2.8774, 4.2275], [2.0333, -2.5854, 0.5455], [-1.3986, 0.9830, -6.4331], [-0.2276, -1.6180, -3.7600], [-0.3471, 5.6670, 1.7962], [-1.6693, -4.0581, -1.4756], [-0.2822, 5.0389, 3.5729], [1.9168, 0.3155, 2.8534], [1.2076, -0.4296, -1.8273], [-2.6253, 0.0592, -4.4653], [-0.5478, 0.8700, 4.1509], [-3.0188, -2.3905, 1.6833], [-0.9220, 3.7545, 4.7934], [-1.8043, -5.5375, -0.6719], [-2.0528, 0.3210, -0.9364], [-0.6373, -1.6144, -1.9859], [-0.3998, -5.5501, 1.8488], [-1.9259, -1.6335, -3.3070], [-1.8384, 1.8247, -1.7270], [2.5091, -0.5845, -3.3703], [0.1283, 2.4382, -5.3204], [0.0755, 1.7508, 5.5792], [1.3025, -1.2553, -4.3738], [2.6183, -0.2428, -5.0984], [1.1619, 5.1598, 2.5706], [-1.6595, 2.0950, 2.2347], [-0.4725, 2.5081, 0.1737], [-3.0937, 0.6894, -2.2640], [3.2254, 1.4260, 3.3790], [-3.4788, -4.4247, 0.1847], [-0.0087, -6.4268, 0.4062], [0.2996, 4.1149, -0.0168], [-1.7531, -2.6346, 3.4412], [-2.4324, -1.9193, 0.0232], [-2.1677, 3.8170, 2.6306], [1.2854, -5.4875, 1.3260], [2.9622, 2.0107, -4.8094], [1.9320, 3.0599, -3.8485], [0.0396, -0.3248, 2.0586], [2.9852, 1.8980, -3.0331], [-1.4055, 4.0825, 0.4793], [2.4939, 2.8748, 5.3116], [2.4772, 0.5613, 4.6586], [0.7999, -3.7074, -1.9025], [-0.6347, -0.5440, -5.7635], [1.0715, 1.2176, -6.2437], [-2.2326, -4.7006, 1.4208], [-0.4105, -0.6578, 0.3161], [2.5450, 3.7513, 3.7800], [0.0713, -2.5440, 3.3936], [1.9315, -4.6751, -1.0030], [0.5333, -5.4839, -1.8671], [-1.6890, -0.2962, 1.5418], [2.5410, 3.6117, 1.8984], [1.1929, 4.0056, 4.8572], [-0.7485, -3.9860, 2.8822], [-2.0001, 1.6738, -4.2791], [-2.1227, 2.3922, 4.6035]], "atomic_forces_ev_per_a": [[-0.2033, -0.1688, 0.4886], [0.1552, 0.0424, -0.1522], [1.4321, -0.3913, 1.6466], [-0.3254, 1.5619, -0.5504], [1.6392, 1.5090, -0.0365], [-0.6322, 0.3431, 0.0943], [0.5173, 0.1097, -0.7864], [0.2184, -0.2972, 2.2089], [0.2388, -0.1543, 1.2358], [-1.6771, -0.7614, -0.0617], [0.7365, 0.1521, 1.3289], [-0.2930, -0.1929, -1.2538], [-0.5088, 0.4667, 0.7859], [-1.7225, 0.2261, -0.4973], [1.1789, -0.1231, -1.3061], [-0.6273, -0.3509, -0.7049], [-0.8047, 1.4477, -0.8523], [-1.2656, 1.4796, 0.3589], [0.7082, -0.2000, 0.2201], [-0.0458, -0.8530, 2.9978], [-2.3975, -0.5895, 0.5736], [-0.1617, 1.0585, 1.3282], [0.4775, -0.4860, -0.1072], [-0.0800, -0.3472, 0.4930], [0.5827, -0.4326, 0.1390], [-0.1685, 0.1902, 0.0219], [0.6641, 0.6222, -0.6165], [-0.2368, -0.6437, -2.1009], [0.1441, -0.1358, 1.9824], [-0.3461, 0.8865, -1.4302], [-0.4296, -0.6823, 0.6448], [0.5335, -0.8431, 0.8017], [0.2464, -0.3838, -1.7794], [1.3536, -1.6179, 0.2977], [1.5646, -2.0673, 0.1995], [-0.7245, 0.4662, -0.6531], [-0.0725, -0.1671, -0.4834], [-0.9070, 0.2011, 1.1556], [-0.3207, 0.5878, -0.1081], [0.0514, 0.7311, -0.3344], [0.5563, 0.6691, -2.1676], [0.4833, -0.5863, 0.4206], [0.3725, -0.9110, 0.0080], [-0.3045, -0.2098, -0.1339], [0.6566, 0.0952, 0.1531], [-0.4874, 0.7830, 0.5410], [-0.6501, 0.3761, -0.0658], [0.5891, -0.7566, -0.2601], [0.5091, -0.2198, -0.9513], [-0.1824, -0.3165, 0.1779], [0.2750, 0.2589, -0.6219], [0.3226, -0.3033, 0.7313], [-0.1370, 0.0238, -0.4659], [0.4506, 0.1031, 0.0156], [0.3444, -0.5122, 0.1956], [0.2566, -0.1285, -0.2050], [0.3280, 0.5632, -0.5649], [0.1402, -0.2203, -0.1876], [0.6323, 0.4378, -0.2812], [-0.0195, 0.8381, 0.6525], [-0.3237, 0.1401, -0.1662], [-0.2187, 0.0059, -0.4437], [0.4899, -0.1282, -0.5173], [0.0595, 0.8004, 0.4721], [0.5347, -0.2729, 0.0263], [0.1850, 0.0366, -0.1951], [1.1086, -0.0556, -0.6855], [-0.1822, -0.8673, 0.9452], [0.2340, -0.4797, -0.5270], [-0.5850, -0.2051, -0.4812], [-0.5208, -0.1583, 0.5776], [-0.3593, -0.0780, 0.1094], [-0.6782, -0.7707, -0.8563], [-0.5952, -0.1146, -0.5301], [0.3136, -0.5317, -0.6749], [0.4991, -0.1717, 0.6924], [-0.5262, -0.3732, -0.5916], [-0.2383, 0.2852, -0.3133], [-0.0533, 1.2940, -0.3493], [-0.0984, 0.2787, 0.8667], [-0.5599, 0.4032, -0.1954], [0.0293, 0.4952, 0.1636], [0.6723, 0.4661, 0.4069], [-0.4627, 0.0009, -0.2618], [-0.6335, -0.1820, -0.0539], [0.3649, 0.8989, 0.7671], [0.4601, -0.2960, -0.0873], [-1.1737, -1.5734, -0.7438], [0.0975, -0.0238, 0.1969], [-0.1035, 0.0451, -0.0218], [-0.3082, 0.3248, 0.0547], [-0.0551, 0.6304, 0.2373]], "lowdin_spin": [2.521, 0.075, 0.001, 0.050, 0.101, 0.013, 0.000, 0.018, 0.000, 0.001, 0.000, 0.000, 0.024, 0.000, 0.003, 0.001, 0.000, 0.003, 0.049, 0.002, 0.000, 0.000, 0.000, 0.000, 0.000, 0.001, 0.004, 0.000, 0.000, 0.001, 0.001, 0.002, 0.001, 0.000, 0.000, 0.001, 0.000, 0.000, 0.000, 0.000, 0.000, 0.001, 0.003, 0.000, 0.000, 0.000, 0.000, 0.000, 0.000, 0.000, 0.000, 0.000, 0.000, 0.001, 0.000, 0.000, 0.000, 0.000, 0.001, 0.000, 0.010, 0.000, 0.001, 0.000, 0.000, 0.016, 0.000, 0.000, 0.000, 0.000, 0.002, 0.009, 0.001, 0.055, 0.001, 0.000, 0.000, 0.000, 0.000, 0.000, 0.000, 0.001, 0.001, 0.000, 0.000, 0.000, 0.000, 0.018, 0.000, 0.000, 0.000, 0.000], "orbital_gap_ev": [5.242, 8.342], "homo_energy_ev": [-4.78, -8.04], "s2": 3.752, "total_charge": 0, "multiplicity": 4}

***

# 2
{"formula": "C27H57ClN3O5V", "method": "ωB97M-V/def2-TZVPD", "species": ["V", "Cl", "O", "O", "O", "O", "O", "N", "N", "N", "C", "C", "C", "C", "C", "C", "C", "C", "C", "C", "C", "C", "C", "C", "C", "C", "C", "C", "C", "C", "C", "C", "C", "C", "C", "C", "C", "H", "H", "H", "H", "H", "H", "H", "H", "H", "H", "H", "H", "H", "H", "H", "H", "H", "H", "H", "H", "H", "H", "H", "H", "H", "H", "H", "H", "H", "H", "H", "H", "H", "H", "H", "H", "H", "H", "H", "H", "H", "H", "H", "H", "H", "H", "H", "H", "H", "H", "H", "H", "H", "H", "H", "H", "H"], "coordinates": [[2.9693, 4.5255, 1.9729], [1.5228, 8.5947, 1.7654], [3.5134, 3.5167, 6.3731], [2.0324, 3.5697, -7.7173], [1.9655, 3.4480, 1.4459], [4.2845, 4.3308, 1.0925], [-2.4081, -5.0806, -2.5830], [0.8251, 3.0958, -7.3148], [-2.7184, -5.2366, -1.2672], [2.6792, 2.4459, 6.3793], [-0.7728, 1.1215, -7.1230], [4.3596, 1.0581, 5.1562], [0.6858, 1.6000, -7.3861], [1.5757, 0.9694, -6.3022], [-0.4438, -4.8707, -0.4921], [0.7075, 1.3836, 7.2161], [-2.0285, -3.0732, -0.2086], [1.8955, 2.9274, 8.7215], [1.5181, 2.6571, 7.2722], [0.8389, 3.9572, -5.0008], [-4.4377, -6.1715, 0.4061], [0.1022, 4.0071, -6.3571], [-5.0895, -4.4112, -1.2153], [-3.7821, -5.3288, 1.4902], [1.3795, 0.0280, 7.4228], [0.0645, 5.4472, -6.9224], [-1.8847, -4.5641, -0.2131], [-1.3396, 3.3966, -6.2735], [-4.5634, -6.8473, -1.8483], [3.4520, 1.1612, 6.4437], [1.1188, 1.1294, -8.8038], [-1.5232, 1.8811, -6.0768], [0.7097, 3.8659, 6.6990], [2.4976, -0.0927, 6.3399], [-2.2733, -5.2084, 1.1166], [-4.1365, -5.6245, -1.0209], [4.4312, 0.9757, 7.6530], [-4.6245, -6.6875, -2.9248], [0.0150, -4.2698, -1.2773], [-5.4860, -7.2024, -1.3891], [-1.4599, -2.7395, -1.0765], [4.0554, 3.4527, 7.1628], [-1.4185, 1.1086, -8.0011], [-3.9436, -7.7429, -1.8063], [1.9036, 4.0118, -5.2278], [0.2844, 1.3081, 6.2143], [-1.8621, -6.2170, 1.0755], [-5.3676, -3.8994, -0.2939], [5.1848, 0.2685, 7.3065], [-1.9814, 3.8287, -5.5058], [3.0446, -0.9706, 6.6838], [4.8992, 0.1141, 5.0806], [2.0578, -0.3368, 5.3729], [2.7408, 3.5995, 8.8693], [1.0691, 5.8519, -7.0455], [-0.7972, 0.0946, -6.7584], [0.6762, 3.0811, -4.3731], [1.2329, 0.0473, -8.8681], [2.1064, 1.5326, -9.0278], [1.2420, 4.8148, 6.6346], [-3.0353, -2.7275, -0.4433], [-4.2242, -4.3376, 1.5913], [-1.1162, 1.6616, -5.0898], [3.8674, 0.5376, 8.4765], [-1.7902, -5.7875, -2.7834], [0.0864, -4.6063, 0.4228], [-1.7710, -2.5243, 0.6973], [0.6872, 4.8846, -4.4485], [-0.4151, 5.5822, -7.8918], [-0.4769, 6.1403, -6.2786], [1.5187, -0.1124, -6.1822], [0.2496, 3.5337, 5.7684], [-2.5716, 1.6222, -5.9286], [-0.3078, -5.9193, -0.7568], [1.4278, 1.5262, -5.3769], [1.8404, 3.8563, -8.6132], [0.5996, -0.7158, 7.2602], [1.0552, 3.3483, 9.2737], [-4.5905, -3.6746, -1.8449], [-3.9702, -5.8546, 2.4263], [-5.5196, -6.1242, 0.5295], [-0.1606, 4.0861, 7.3172], [3.6953, 1.0035, 4.2937], [-4.0078, -7.1671, 0.5163], [1.6743, -0.2052, 8.4460], [0.4972, 1.4438, -9.6422], [5.1618, 1.7940, 5.1005], [2.3625, 2.0512, 9.1713], [-5.9337, -4.7369, -1.8230], [-1.9090, 3.8019, -7.1099], [-0.1256, 1.5642, 7.8954], [-1.7110, -4.6631, 1.8745], [4.9791, 1.8854, 7.8989], [2.6352, 1.2010, -6.4119]], "atomic_forces_ev_per_a": [[0.9419, -0.3136, -2.1822], [0.4154, -1.1854, 0.1003], [1.0609, 1.2701, -0.3959], [1.4546, 0.3130, -0.2046], [0.7503, 0.9799, 0.6377], [-2.1103, 0.4254, 1.6616], [0.2510, 1.0047, -1.1148], [-3.5066, -0.6239, -0.2459], [-0.7635, -1.8146, 3.3105], [-0.9978, -2.2643, -0.5062], [-0.6218, -0.3789, -0.0967], [-0.5877, -0.1458, 0.3103], [0.0152, 0.0341, -0.0200], [0.9202, 0.6411, 0.3270], [0.8024, -0.1928, 0.1773], [-1.0751, 0.0028, -0.1242], [-0.8735, 1.3691, -0.9364], [1.1428, 0.0543, 0.3116], [0.8256, 0.6306, -0.1404], [0.5207, 1.1284, -0.3369], [1.2492, 1.4306, 0.1344], [-0.2717, -2.0302, -0.0312], [0.5007, -0.2243, -1.2640], [0.7877, 0.1679, -0.7252], [-0.3104, 0.4793, -0.7467], [0.1718, 0.0109, 0.0935], [-1.6615, -0.6996, -1.1241], [-1.0945, 0.8555, 0.1584], [0.0899, -0.0665, -0.8367], [0.7852, -0.9179, -1.4580], [0.6102, 0.2503, 0.2756], [1.1585, 1.6008, 0.8724], [-0.5107, -0.9586, 0.3951], [-0.1724, 0.3271, 2.6105], [-0.2900, -0.3922, 0.7092], [0.0277, -0.0797, 0.4107], [-0.9294, -0.2008, -0.8449], [-0.5534, 0.3837, 0.0171], [-0.3202, 0.0509, -0.1427], [-0.4168, 0.2087, -0.6369], [0.2069, 0.5458, 0.2457], [0.3407, 0.2802, 0.4800], [0.4294, 0.2371, -0.5127], [0.7304, 0.3027, 0.5879], [0.1872, -0.2419, -0.0407], [-0.2163, 0.1800, -0.1694], [0.0196, -0.2074, 0.1794], [-0.1852, -0.2629, -0.0153], [-0.0369, -0.1010, 0.2859], [0.6866, 0.5335, 0.7618], [0.5384, -0.0335, -0.5118], [-0.1574, -0.3058, 0.5874], [0.1768, 0.5824, -0.1302], [-0.1794, 0.7608, -0.4720], [0.1103, -0.1183, 0.2046], [0.6022, -0.3153, -0.3720], [-0.3452, 0.1518, -0.1526], [-0.2093, -0.0901, 0.2469], [0.1337, -0.0340, 0.1460], [0.3234, -0.3543, -0.2697], [-0.2748, -0.3032, 0.1755], [-0.1070, 0.0907, -0.1064], [0.3408, -0.1100, 0.1967], [0.4093, 0.3044, 0.3382], [0.0557, -0.2120, -0.1559], [0.3868, -0.3001, 0.0229], [0.5425, -0.3032, 0.0398], [-0.4598, -0.1303, 0.3496], [-0.0983, -0.6683, -0.1530], [0.0262, -0.2303, 0.4038], [-0.3755, 0.0684, 0.0340], [0.3922, 0.3438, -0.4007], [-0.1007, -0.0090, -0.6686], [0.1199, -0.1010, 0.3094], [-0.6561, -0.6515, 0.2555], [0.4259, 0.2481, -0.2101], [0.0064, -0.1433, -0.3009], [0.0782, -0.3836, 0.1781], [0.0687, 0.0616, -0.0266], [0.5007, 0.1866, 0.2640], [0.0004, -0.5173, -0.0672], [0.0214, -0.1725, 0.4139], [0.1289, 0.7040, -0.2594], [-0.3914, -0.2376, -0.1173], [0.5758, 0.4414, 0.0220], [-0.4739, 0.1393, 0.3415], [-0.4201, 0.4355, -0.1540], [-0.8243, -0.4390, 0.3139], [-0.4567, 0.1377, 0.4564], [0.2327, -0.5486, -0.8151], [-0.1970, -0.3264, 0.0923], [-0.0453, -0.0240, 0.2281], [-0.1896, 0.0438, 0.3236], [0.1878, -0.0339, -0.8015]], "mulliken_charge": [1.722, -0.661, -0.410, -0.480, -0.522, -0.549, -0.471, 0.272, 0.421, 0.158, -0.987, -1.772, 1.440, -1.581, -1.931, -1.229, -1.682, -1.558, 1.640, -1.789, -1.292, 1.678, -1.725, -0.769, -0.725, -1.966, 1.796, -1.322, -1.865, 1.182, -1.929, -0.747, -1.871, -1.089, -1.401, 1.366, -1.537, 0.389, 0.372, 0.449, 0.388, 0.343, 0.345, 0.451, 0.426, 0.373, 0.405, 0.272, 0.466, 0.479, 0.358, 0.407, 0.403, 0.320, 0.432, 0.369, 0.295, 0.396, 0.453, 0.388, 0.366, 0.343, 0.283, 0.363, 0.325, 0.412, 0.318, 0.436, 0.412, 0.417, 0.393, 0.396, 0.449, 0.445, 0.280, 0.356, 0.408, 0.405, 0.397, 0.388, 0.465, 0.384, 0.405, 0.396, 0.335, 0.396, 0.339, 0.372, 0.461, 0.435, 0.451, 0.511, 0.304, 0.361], "orbital_gap_ev": 3.817, "homo_energy_ev": -7.76, "total_charge": 0, "multiplicity": 1, "relative_energy_ev": 9.302}